The following is a quantum chemistry calculation of a molecular structure, C32H74N10O43S5, from OMol25.

Results
2S+1 ... 1
E_tot ... -191468.55278 eV
F_max ... 3.38 eV/A
LUMO ... -0.174 eV
HOMO-LUMO gap ... 9.49 eV

Structure (XYZ):
```
164
Properties=species:S:1:pos:R:3:forces:R:3:mulliken_charge:R:1
C -21.228909 -11.694643 2.488839 -1.024 0.409 -1.828 -0.148
N -21.891353 -10.966301 1.298006 1.325 0.983 -0.778 0.915
O -23.088605 -10.735639 1.391618 0.983 -0.116 -0.543 -0.515
O -21.151607 -10.649609 0.322101 -2.162 -0.857 2.447 -0.605
H -20.235955 -11.282827 2.492074 0.735 -0.827 -0.224 0.462
H -21.478524 -12.741787 2.198746 0.957 0.552 0.779 0.132
H -21.689665 -11.353047 3.393343 -0.682 -0.185 0.227 -0.280
C -22.841194 -16.267009 0.904809 -0.387 -0.800 -0.307 -0.578
N -21.337519 -16.134506 1.123049 -1.194 -1.559 -0.042 1.058
O -20.774505 -17.225095 1.126607 0.267 0.746 0.022 -0.615
O -20.814731 -15.067147 1.290867 0.023 0.344 -0.021 -0.572
H -23.172988 -17.143983 1.528564 0.368 1.288 -0.341 0.215
H -23.003039 -16.610365 -0.141215 0.428 0.452 0.597 0.316
H -23.383818 -15.329809 1.084429 0.453 -0.426 0.176 0.120
C -21.272199 -6.722623 3.217481 0.540 -0.263 0.285 -0.820
N -21.108502 -7.881615 4.138150 -0.722 -0.906 -0.546 0.738
O -20.525953 -7.721286 5.185659 -0.098 -0.084 -0.098 -0.537
O -21.641149 -8.935428 3.774930 0.543 0.838 0.507 -0.268
H -20.570664 -5.982048 3.549064 0.009 0.499 0.191 0.330
H -22.306164 -6.434641 3.277290 -0.371 0.224 0.075 0.297
H -21.027866 -7.030875 2.218571 -0.019 -0.370 -0.362 0.297
C -19.524535 -14.312627 4.724220 -1.971 -0.430 0.779 -0.562
N -19.697001 -13.285563 5.799369 -0.030 -0.313 -0.578 1.137
O -18.966407 -13.324614 6.765614 0.453 -0.032 0.380 -0.670
O -20.605454 -12.505118 5.663480 -0.227 0.626 -0.062 -0.276
H -20.593829 -14.613089 4.532987 1.287 0.023 -0.064 0.106
H -18.938770 -15.111730 5.141518 0.125 -0.232 -0.067 0.079
H -19.083375 -13.883438 3.853815 0.315 0.511 -0.479 0.298
C -25.785166 -11.847134 1.363798 -0.229 -2.359 -1.227 -0.235
N -25.990946 -13.356683 1.709113 -0.429 2.355 0.574 0.972
O -25.786905 -14.180321 0.859489 0.091 -0.531 0.342 -0.590
O -26.467301 -13.509075 2.833999 0.468 -0.778 -0.991 -0.532
H -26.794924 -11.517104 1.515248 -0.362 0.632 -0.412 0.311
H -25.381204 -11.818590 0.321228 -0.441 0.306 1.150 0.296
H -25.160763 -11.456684 2.123439 0.789 0.282 0.327 -0.212
C -17.403866 -16.642543 7.555107 0.590 0.693 0.759 -0.490
N -17.311856 -17.147629 9.003333 -0.142 0.878 -1.292 0.951
O -17.465763 -18.315095 9.220976 0.120 -0.988 -0.106 -0.571
O -17.228512 -16.293001 9.849913 0.249 0.614 0.743 -0.568
H -16.655405 -17.077221 6.899018 0.044 -0.518 0.326 0.369
H -17.194734 -15.535125 7.582347 -0.905 -1.236 0.011 0.227
H -18.388751 -17.015555 7.289040 -0.115 0.586 -0.486 0.063
C -19.204535 -19.274950 3.156105 -2.077 -0.673 0.332 -0.445
N -18.333824 -18.151211 3.650907 0.593 1.260 0.633 0.802
O -17.149587 -18.018459 3.288395 -2.350 -0.915 0.373 -0.554
O -18.883254 -17.348793 4.416360 0.569 -1.127 -0.798 -0.387
H -19.533413 -20.064189 3.927121 1.272 1.385 -0.639 0.247
H -18.751528 -19.718619 2.294967 0.525 -0.265 -0.236 0.359
H -20.223141 -18.892136 2.839084 1.576 0.253 0.334 0.008
C -16.723747 -10.363914 5.471424 0.323 1.666 1.898 -0.729
N -17.503285 -10.272403 4.238486 0.798 0.599 0.709 0.964
O -17.845354 -11.304773 3.740185 -0.780 -0.904 -1.033 -0.497
O -17.721520 -9.146440 3.847097 -0.376 -0.073 -0.521 -0.551
H -17.279932 -9.647529 6.185765 1.085 -1.482 -0.818 0.281
H -15.715012 -9.957712 5.295187 -0.544 0.147 -0.167 0.316
H -16.570509 -11.381908 5.816144 -0.670 0.005 -0.020 0.214
C -25.980638 -9.389681 3.980030 -0.507 -1.307 -0.243 -0.534
N -25.179169 -8.217433 3.606441 0.901 -0.983 -1.114 1.086
O -24.686820 -7.570484 4.507955 0.017 0.462 0.038 -0.565
O -24.945269 -8.080127 2.416842 -0.282 0.463 0.611 -0.580
H -26.964210 -9.382726 3.480717 0.625 0.126 0.194 0.362
H -26.037707 -9.407621 5.034476 -0.564 0.343 1.077 0.388
H -25.442265 -10.341623 3.772835 -0.129 0.940 -0.447 -0.088
C -25.174408 -14.503200 5.379215 0.324 -0.174 0.973 -0.988
N -24.158931 -14.077655 4.370174 -0.487 0.068 0.225 1.058
O -23.748095 -14.895018 3.583943 0.204 -0.572 -0.395 -0.503
O -23.784647 -12.921049 4.393995 -0.236 0.076 0.078 -0.176
H -24.851342 -14.020606 6.282591 -0.103 0.490 0.387 0.200
H -25.162010 -15.563127 5.612844 0.331 -0.095 -0.722 0.224
H -26.186474 -14.221858 5.131647 0.076 0.388 -0.487 0.388
C -26.556473 -16.845117 13.503303 1.067 0.804 0.969 -0.626
C -26.153241 -15.696424 14.453362 1.206 -0.018 0.550 -0.766
C -24.581697 -15.505931 14.243663 -0.747 -0.664 1.008 -0.332
O -24.482752 -15.752226 12.842442 -0.200 0.163 0.185 0.375
C -25.421026 -16.821939 12.502277 1.795 -0.079 -0.056 0.059
H -27.476995 -16.665014 12.979140 -0.561 0.016 0.040 0.332
H -26.617071 -17.738763 14.087332 -0.085 -0.754 0.086 0.291
H -26.480910 -15.809234 15.486026 0.218 -0.441 0.097 0.445
H -26.594721 -14.757248 14.174654 -0.142 0.522 -0.507 0.154
H -23.839133 -16.181699 14.790330 -1.435 0.310 -0.411 0.250
H -24.308246 -14.486799 14.606007 -0.109 -0.425 -1.133 0.175
H -24.801472 -17.745673 12.333542 -0.849 0.524 0.462 0.316
H -25.848631 -16.507431 11.590235 -0.108 0.061 -1.353 -0.319
C -24.238105 -9.994313 12.262089 0.398 -1.130 0.601 -0.682
C -23.180187 -11.078816 11.878582 0.122 1.409 0.244 0.458
C -23.352781 -12.242034 12.819443 -0.957 1.120 0.376 0.091
O -24.769363 -12.149989 13.214041 1.210 -1.106 0.351 -0.404
C -25.357277 -10.930053 12.863044 -0.105 0.976 -1.070 -0.020
H -24.581149 -9.472198 11.367372 0.009 0.118 0.213 0.193
H -23.773762 -9.259971 12.987353 -0.881 -0.843 -0.616 0.340
H -22.195849 -10.668110 11.965782 0.650 0.236 0.060 0.418
H -23.292666 -11.328846 10.844623 -0.277 -0.524 -0.590 -0.582
H -22.647071 -12.215331 13.683006 -0.801 0.133 -0.330 0.270
H -23.201187 -13.157679 12.295192 -0.059 -0.981 -0.192 -0.132
H -25.767819 -10.482457 13.772507 -0.400 -0.054 -0.250 0.374
H -26.175446 -11.148817 12.074713 1.012 0.607 1.184 -0.320
C -22.691158 -20.378007 6.753461 -0.437 1.279 0.189 -0.233
C -23.393046 -19.617246 5.587557 0.148 -0.770 0.786 0.311
C -22.529404 -19.947526 4.374146 0.975 1.581 0.219 0.199
O -21.652423 -21.001576 4.780430 0.022 -0.539 -0.017 -0.416
C -22.146980 -21.560184 5.993486 -0.957 -0.977 0.825 -0.553
H -23.410552 -20.573762 7.585882 0.585 -0.202 -0.711 0.380
H -21.878373 -19.778170 7.159181 0.207 0.034 0.050 -0.030
H -23.499644 -18.540813 5.769012 -0.345 -0.596 -0.177 -0.507
H -24.314313 -20.201340 5.531427 -0.505 0.798 -0.407 0.445
H -21.911646 -19.049205 4.060328 -0.480 -0.986 0.570 -0.349
H -23.103297 -20.202149 3.498335 -0.336 -0.518 -0.297 0.260
H -21.343832 -22.068257 6.575619 -0.426 0.196 -0.885 0.379
H -23.043440 -22.278489 5.848043 1.499 0.690 -0.206 0.240
C -20.668307 -13.233535 9.704074 -1.702 -1.188 0.665 0.740
C -20.056719 -14.267382 10.680541 0.904 -0.321 0.201 0.902
O -18.891587 -13.529921 11.197694 -0.268 -0.498 -0.184 -0.374
S -19.331242 -12.048289 11.384471 0.076 2.268 0.553 0.963
O -18.242506 -11.208937 10.989737 -0.454 -0.403 0.821 -0.684
O -20.025413 -11.861334 12.641868 0.986 -0.383 -0.928 -0.561
O -20.429401 -11.938248 10.243161 0.140 -0.410 0.528 -0.087
H -21.747373 -13.407877 9.609950 0.093 0.241 0.173 0.095
H -20.284126 -13.219958 8.721303 0.856 -0.456 -0.989 -0.504
H -19.620575 -15.173937 10.220364 -0.423 0.606 -0.017 -0.090
H -20.625670 -14.593204 11.580225 -0.206 0.555 -0.993 -0.482
C -26.724320 -13.690953 10.898740 0.663 1.647 0.515 0.523
C -27.766902 -12.855614 10.208452 -1.450 0.075 -0.696 -0.449
O -27.759934 -13.294681 8.758873 0.965 -0.227 1.383 -0.342
S -27.435637 -14.863592 8.858991 -0.403 0.095 -0.943 0.883
O -26.582160 -15.339067 7.834605 0.274 0.539 -0.873 -0.354
O -28.609556 -15.604221 9.093512 -1.229 -0.174 0.300 -0.705
O -26.588216 -14.823221 10.146646 0.898 -2.263 -0.414 -0.349
H -27.036123 -13.959031 11.874457 -0.271 -0.109 1.142 -0.083
H -25.726801 -13.263546 10.941003 -0.095 0.564 0.156 -0.151
H -27.601884 -11.791693 10.365532 0.117 -0.011 -0.851 0.349
H -28.796589 -13.092229 10.525504 0.493 0.019 0.152 0.377
C -23.230066 -9.107112 7.278137 -0.918 -1.617 -0.002 -0.607
C -23.371726 -10.282762 6.295483 -0.041 -0.092 0.289 0.758
O -24.750327 -10.776746 6.557865 0.845 0.493 0.500 -0.381
S -24.964224 -10.718967 8.131971 0.990 -2.087 0.016 0.831
O -24.440493 -11.951961 8.686332 -0.276 1.254 -0.246 -0.100
O -26.284189 -10.357002 8.458313 -1.052 0.257 0.024 -0.791
O -24.026272 -9.504463 8.431813 0.342 0.060 0.160 -0.441
H -23.666312 -8.251010 6.890158 -0.939 1.725 -0.738 0.327
H -22.275162 -8.873509 7.651279 1.382 -0.137 0.151 0.472
H -22.595464 -11.030541 6.535012 -0.675 -0.119 -0.435 -0.165
H -23.405398 -10.003918 5.239042 0.448 -0.017 0.369 -0.186
C -18.761575 -16.489399 14.198630 0.573 0.507 -0.407 -0.405
C -19.588722 -15.149670 14.331744 0.410 -0.612 0.485 0.116
O -20.987924 -15.556899 14.238290 1.360 -0.309 -0.014 -0.281
S -21.090286 -16.962910 13.469264 -0.918 0.416 -0.494 1.023
O -21.483965 -16.675889 12.117861 0.068 -0.594 0.763 -0.418
O -21.820940 -17.831360 14.317574 -0.424 -0.174 -0.319 -0.628
O -19.593369 -17.448898 13.429152 0.759 1.549 1.144 -0.318
H -18.499900 -16.891368 15.243779 -0.430 0.299 -1.859 0.288
H -17.876618 -16.290996 13.533375 -0.644 -0.462 1.035 0.332
H -19.379058 -14.339556 13.605414 -0.066 -0.759 0.202 -0.169
H -19.354898 -14.783107 15.348115 -0.632 0.078 -0.505 0.348
C -22.758245 -16.821446 9.364926 -1.593 -0.164 0.090 0.132
C -24.064332 -16.511745 8.634060 0.571 -0.076 -0.564 0.047
O -23.653985 -16.725142 7.201405 -0.432 0.086 1.062 -0.777
S -22.208496 -16.134531 7.034873 0.860 0.129 -2.771 0.741
O -22.234000 -14.745922 6.728531 -0.396 0.594 -0.022 -0.091
O -21.424741 -16.932333 6.118782 -1.032 0.105 1.474 -0.451
O -21.770997 -16.234514 8.508051 1.064 -0.684 1.685 0.025
H -22.656873 -17.892464 9.507964 0.573 -0.186 -0.395 0.092
H -22.748717 -16.383919 10.351702 0.309 0.426 0.061 -0.353
H -24.385957 -15.479001 8.776006 0.114 -0.104 -0.248 -0.206
H -24.890673 -17.186173 8.839359 0.140 -0.046 -0.112 0.798
```
Positions in Å, forces in eV/Å.